The following is a quantum chemistry calculation of a 2-piece molecular cluster, H6N4 overall in a non-equilibrium geometry, from the Open Molecules 2025 dataset.

## Properties
**ΔE to the lowest compared entry with this formula, charge and spin**: 24.31 kcal per mole
**Kohn-Sham gap**: 9.9 eV
**SMILES**: [H]/N=N\[H].NN
**Molecular weight**: 62.1 g/mol
**Spin multiplicity**: 1

Positions of all 10 atoms, in Å:
N1 1.330 -0.230 -0.140
H1 -2.038 1.069 0.770
H2 -1.421 -1.085 0.778
H3 -2.823 -0.812 0.009
N2 -1.776 -0.690 -0.082
H4 2.813 0.843 0.368
H5 0.708 0.555 0.138
N3 -1.487 0.716 0.009
N4 2.580 -0.062 0.031
H6 -1.769 1.292 -0.783

natural (NBO) population analysis, charges in e, atoms 1 to 6:
1. N -0.306
2. H 0.327
3. H 0.345
4. H 0.317
5. N -0.638
6. H 0.278

The following is a quantum chemistry calculation of one molecule with the formula C4H7NO in a non-equilibrium geometry, from the Open Molecules 2025 dataset.

## Properties
**ΔE to the lowest compared entry with this formula, charge and spin**: 98.56 kcal per mole
**Kohn-Sham gap**: 9.9 eV
**SMILES**: O[C@H]1C[C@H]2N[C@@H]12
**Molecular weight**: 85.1 g/mol
**Spin multiplicity**: 1

Positions of all 13 atoms, in Å:
C1 -0.458 0.957 -0.188
C2 0.893 0.267 -0.457
C3 0.290 -1.126 -0.151
H1 1.796 0.638 1.208
N1 -0.902 0.546 1.102
H2 0.209 -1.749 -1.043
H3 -1.714 0.985 1.501
H4 1.139 0.394 -1.510
H5 0.785 -1.688 0.647
O1 2.024 0.660 0.268
H6 -1.182 1.031 -1.033
H7 -1.839 -0.447 -0.621
C4 -1.067 -0.504 0.168

natural (NBO) population analysis, charges in e, atoms 1 to 6:
1. C -0.133
2. C 0.089
3. C -0.448
4. H 0.473
5. N -0.608
6. H 0.217

The following is a quantum chemistry calculation of one molecule with the formula C7H11N in a non-equilibrium geometry, from the Open Molecules 2025 dataset.

## Properties
**ΔE to the lowest compared entry with this formula, charge and spin**: 112.25 kcal per mole
**Kohn-Sham gap (spin up / spin down)**: 8.1 / 5.9 eV
**Molecular weight**: 109.2 g/mol
**Spin multiplicity**: 1

Positions of all 19 atoms, in Å:
C1 -2.665 0.483 -0.407
N1 -1.541 -0.187 -0.673
H1 -3.606 0.067 -0.726
C2 -0.541 1.175 0.970
H2 0.473 -2.728 -0.537
H3 1.868 0.430 1.365
H4 -0.403 2.960 2.063
C3 -0.357 0.148 0.023
C4 1.987 -0.409 0.684
C5 0.804 -1.825 -1.059
H5 -2.618 1.514 -0.116
H6 1.825 -2.013 -1.394
H7 0.482 2.966 0.458
H8 2.226 -1.303 1.269
H9 2.851 -0.206 0.045
C6 0.764 -0.629 -0.151
H10 -1.624 -1.138 -1.002
H11 0.219 -1.714 -1.974
C7 -0.141 2.411 1.163

natural (NBO) population analysis, charges in e, atoms 1 to 6:
1. C -0.218
2. N -0.560
3. H 0.180
4. C -0.045
5. H 0.225
6. H 0.240

The following is a quantum chemistry calculation of one molecule with the formula C2H2N2O3 in a non-equilibrium geometry, from the Open Molecules 2025 dataset.

## Properties
**ΔE to the lowest compared entry with this formula, charge and spin**: 102.82 kcal per mole
**Kohn-Sham gap**: 10.0 eV
**SMILES**: O=C1ON=CNO1
**Molecular weight**: 102.0 g/mol
**Spin multiplicity**: 1

Positions of all 9 atoms, in Å:
O1 0.583 -1.388 -0.042
H1 -2.306 0.064 -0.136
H2 -0.915 1.798 -0.118
N1 -0.365 0.863 -0.196
C1 -1.275 -0.188 -0.020
O2 0.934 0.882 0.316
C2 1.436 -0.330 0.159
O3 2.655 -0.331 -0.141
N2 -0.747 -1.370 0.178

natural (NBO) population analysis, charges in e, atoms 1 to 6:
1. O -0.354
2. H 0.220
3. H 0.403
4. N -0.363
5. C 0.177
6. O -0.317

The following is a quantum chemistry calculation of one molecule with the formula C4H5NO2 in a non-equilibrium geometry, from the Open Molecules 2025 dataset.

## Properties
**ΔE to the lowest compared entry with this formula, charge and spin**: 55.17 kcal per mole
**Kohn-Sham gap**: 9.0 eV
**SMILES**: O=C/C=C\NC=O
**Molecular weight**: 99.1 g/mol
**Spin multiplicity**: 1

Positions of all 12 atoms, in Å:
H1 -2.000 -0.323 2.373
H2 -0.481 -2.344 0.894
H3 -0.423 1.017 -0.107
N1 0.338 0.598 -0.544
O1 -1.610 0.882 0.827
C1 0.468 -0.754 0.000
H4 1.327 -1.393 -0.065
C2 -1.505 -0.233 1.386
H5 1.909 0.404 -2.149
C3 -0.485 -1.202 0.879
O2 1.300 2.265 -1.828
C4 1.161 1.083 -1.667

natural (NBO) population analysis, charges in e, atoms 1 to 6:
1. H 0.157
2. H 0.238
3. H 0.433
4. N -0.639
5. O -0.576
6. C 0.094

molecular weight of number 3 (C7H11N)? 109.2 g/mol

Number 2 is which compound? C4H7NO

The lowest ΔE to the lowest compared entry with this formula, charge and spin belongs to which entry? H6N4